The following is a DFT calculation (ωB97M-V/def2-TZVPD) of C4H5NO in the gas phase.

As for the SMILES: N#CC1COC1. Its highest occupied orbital energy is -0.3841 Eh. The total energy is -285.3520 a.u. The relative energy (zero: lowest compared OMol25 entry of this formula, charge and spin) comes out at 39.26 kcal per mole.

Element x y z (Å)
N  2.49  -0.92  0.88
C  1.63  -0.56  0.20
C  0.33  -0.33  -0.40
C  -0.92  -0.51  0.53
O  -1.42  0.76  0.11
C  -0.17  1.10  -0.50
H  0.23  -0.94  -1.30
H  -0.71  -0.54  1.62
H  -1.61  -1.33  0.27
H  0.42  1.79  0.11
H  -0.27  1.48  -1.52

=====

The following is a DFT calculation (ωB97M-V/def2-TZVPD) of C5H5N in the gas phase.

As for the SMILES: C=C=C(C)C#N. Its highest occupied orbital energy is -0.3613 Eh. The total energy is -248.1900 a.u. The relative energy (zero: lowest compared OMol25 entry of this formula, charge and spin) comes out at 53.39 kcal per mole.

Element x y z (Å)
C  1.99  -0.59  0.59
C  1.01  -0.06  -0.06
C  -0.23  0.38  -0.19
C  -1.35  -0.53  -0.63
C  -0.48  1.76  0.14
N  -0.67  2.86  0.45
H  1.58  -0.69  1.59
H  3.01  -0.87  0.33
H  -1.08  -1.57  -0.44
H  -2.27  -0.30  -0.09
H  -1.52  -0.39  -1.70

=====

The following is a DFT calculation (ωB97M-V/def2-TZVPD) of C5H6O in the gas phase.

As for the SMILES: O=C1C=CCC1. Its highest occupied orbital energy is -0.3452 Eh. The total energy is -269.2953 a.u. The relative energy (zero: lowest compared OMol25 entry of this formula, charge and spin) comes out at 31.94 kcal per mole.

Element x y z (Å)
O  -1.29  -0.87  1.95
C  -0.68  -0.53  0.96
C  -0.49  -1.24  -0.31
C  0.33  -0.56  -1.12
C  0.48  0.87  -0.77
C  0.14  0.73  0.97
H  -0.86  -2.25  -0.47
H  0.93  -1.05  -1.88
H  -0.38  1.48  -0.99
H  1.29  1.32  -1.41
H  1.03  0.60  1.59
H  -0.50  1.48  1.50

=====

The following is a DFT calculation (ωB97M-V/def2-TZVPD) of C5H8O3 in the gas phase.

As for the SMILES: C[C@@]1(C(=O)O)C[C@@H]1O. Its highest occupied orbital energy is -0.3525 Eh. The total energy is -420.9941 a.u. The relative energy (zero: lowest compared OMol25 entry of this formula, charge and spin) comes out at 38.87 kcal per mole.

Element x y z (Å)
C  0.33  2.07  -0.21
C  -0.07  0.59  0.02
C  0.95  -0.50  0.05
O  0.83  -1.64  0.50
O  2.17  0.01  -0.24
C  -1.29  0.54  0.93
C  -1.45  0.03  -0.36
O  -1.60  -1.26  -0.65
H  0.58  2.09  -1.35
H  1.07  2.44  0.51
H  -0.64  2.68  -0.04
H  2.83  -0.72  -0.39
H  -1.79  1.54  1.18
H  -1.16  -0.15  1.77
H  -2.01  0.63  -1.02
H  -0.98  -1.77  -0.11

=====

The following is a DFT calculation (ωB97M-V/def2-TZVPD) of 4 unconnected molecules or ions with the total composition C24H22O16S.

As for the SMILES: O=CC[C@H]1CCS(=O)(=O)OC1.O=C1C=C(O)C(=O)C=C1O.O=C1C=C(O)C(=O)C=C1O.O=C1C=C(O)C(=O)C=C1O. Its highest occupied orbital energy is -0.3587 Eh. The total energy is -2529.5316 a.u.

Element x y z (Å)
O  -0.56  0.22  -1.09
C  -1.79  0.15  -1.63
C  -2.86  1.38  -1.78
C  -2.53  2.46  -2.96
C  -1.01  2.40  -3.56
C  -0.84  1.41  -4.88
S  -2.34  0.33  -5.22
O  -2.14  -1.10  -4.59
O  -2.34  0.07  -6.78
O  -3.82  0.96  -4.66
C  -3.66  2.35  -4.18
H  -2.14  -0.94  -1.98
H  -3.91  0.88  -2.05
H  -3.05  1.97  -0.75
H  -2.68  3.55  -2.51
H  -0.17  2.19  -2.75
H  -0.77  3.50  -3.97
H  0.12  0.75  -4.82
H  -0.71  2.10  -5.85
H  -3.48  3.12  -5.05
H  -4.69  2.68  -3.67
O  -1.36  -4.58  3.94
C  -1.95  -3.71  3.31
C  -3.30  -3.25  3.68
C  -3.92  -2.31  2.97
O  -5.19  -1.88  3.31
C  -3.28  -1.70  1.77
O  -3.89  -0.85  1.12
C  -1.93  -2.14  1.41
C  -1.30  -3.08  2.13
O  -0.02  -3.49  1.80
H  -3.75  -3.71  4.55
H  -5.42  -1.20  2.64
H  -1.47  -1.67  0.55
H  0.21  -4.18  2.46
O  1.59  -3.84  4.38
C  1.74  -3.26  5.45
C  1.84  -1.80  5.56
C  2.02  -1.21  6.74
O  2.11  0.17  6.84
C  2.13  -2.00  7.99
O  2.31  -1.43  9.06
C  2.01  -3.47  7.89
C  1.83  -4.06  6.71
O  1.71  -5.43  6.61
H  1.76  -1.23  4.64
H  2.24  0.35  7.80
H  2.08  -4.03  8.81
H  1.59  -5.61  5.65
O  1.55  2.90  -5.10
C  2.64  3.00  -4.55
C  3.01  2.19  -3.38
C  4.20  2.34  -2.79
O  4.56  1.58  -1.69
C  5.20  3.33  -3.30
O  6.28  3.45  -2.73
C  4.84  4.12  -4.48
C  3.65  3.97  -5.07
O  3.30  4.71  -6.19
H  2.28  1.48  -3.02
H  5.46  1.87  -1.45
H  5.58  4.82  -4.85
H  2.40  4.42  -6.42

=====

The following is a DFT calculation (ωB97M-V/def2-TZVPD) of 6 unconnected molecules or ions with the total composition C37H29F7N2O13P.

Its highest occupied orbital energy is -0.1631 Eh. The total energy is -3555.2999 a.u. Its charge is -1.

Element x y z (Å)
C  6.72  1.15  -1.04
C  5.74  0.25  -1.78
N  4.47  0.88  -2.12
C  4.58  2.00  -3.07
C  3.68  1.80  -4.36
O  2.65  2.46  -4.40
O  4.17  0.96  -5.15
P  4.83  3.76  -2.42
N  4.67  3.46  -0.70
O  3.35  4.44  -2.62
C  3.38  0.35  -1.45
F  3.50  -1.04  -1.44
F  3.33  0.67  -0.09
C  1.89  0.56  -1.91
F  1.70  0.21  -3.18
F  1.19  -0.33  -1.13
C  1.21  1.97  -1.63
F  0.21  1.83  -0.71
F  0.66  2.48  -2.72
F  2.08  2.81  -1.11
H  7.03  2.01  -1.63
H  6.28  1.49  -0.10
H  7.61  0.56  -0.78
H  5.57  -0.63  -1.18
H  6.19  -0.09  -2.72
H  5.58  1.86  -3.49
H  4.08  4.17  -0.28
H  5.59  3.59  -0.30
H  3.09  4.98  -1.87
C  -2.07  3.41  1.22
C  -3.37  3.21  1.44
C  -4.01  3.66  2.71
O  -5.19  3.49  2.92
C  -3.14  4.31  3.72
C  -1.84  4.50  3.50
C  -1.20  4.07  2.23
O  -0.02  4.26  2.04
H  -1.59  3.09  0.30
H  -4.01  2.73  0.72
H  -3.63  4.62  4.64
H  -1.19  4.98  4.22
C  -1.74  -2.07  -1.57
C  -1.92  -0.76  -1.72
C  -3.27  -0.18  -1.85
O  -3.43  1.02  -1.99
C  -4.43  -1.10  -1.79
C  -4.26  -2.41  -1.63
C  -2.90  -3.00  -1.50
O  -2.75  -4.19  -1.33
H  -0.76  -2.52  -1.48
H  -1.09  -0.07  -1.76
H  -5.41  -0.65  -1.88
H  -5.09  -3.10  -1.59
C  -2.48  0.36  3.21
C  -1.46  -0.02  3.97
C  -0.86  -1.36  3.83
O  0.06  -1.71  4.54
C  -1.42  -2.27  2.79
C  -2.44  -1.89  2.03
C  -3.05  -0.55  2.17
O  -3.98  -0.20  1.48
H  -2.95  1.33  3.29
H  -1.03  0.62  4.73
H  -0.95  -3.24  2.70
H  -2.86  -2.53  1.27
C  2.42  -5.61  8.38
C  1.46  -4.93  9.00
C  0.60  -3.97  8.25
O  -0.27  -3.35  8.82
C  0.84  -3.81  6.80
C  1.80  -4.50  6.18
C  2.66  -5.45  6.92
O  3.54  -6.09  6.37
H  3.06  -6.31  8.90
H  1.26  -5.02  10.06
H  0.21  -3.11  6.27
H  2.00  -4.40  5.12
C  -3.36  0.76  -6.80
C  -4.04  0.26  -5.77
C  -4.31  -1.20  -5.67
O  -4.94  -1.66  -4.74
C  -3.78  -2.08  -6.74
C  -3.10  -1.58  -7.77
C  -2.85  -0.12  -7.89
O  -2.25  0.34  -8.84
H  -3.14  1.81  -6.89
H  -4.42  0.87  -4.96
H  -3.98  -3.14  -6.63
H  -2.71  -2.19  -8.57